Record 1
Computed, not measured: a cluster of 7 separate species, C4H24N2O7 in total, with ωB97M-V/def2-TZVPD.

Results
SMILES = NC[C@H](N)CCO.O.O.O.O.O.O
2S+1 = 1
E = -803.001401 Ha

Atoms and positions in Å:
N: 0.4621 0.4638 2.4778
C: 0.8164 -0.2729 1.2423
C: 0.6675 -1.7828 1.4703
C: -0.4462 -2.3684 0.5961
O: -1.7089 -1.8733 0.9393
C: 2.2677 0.0645 0.7554
N: 2.2411 1.4909 0.2812
H: 0.7554 1.4405 2.4284
H: 0.8455 0.0483 3.3451
H: 0.1106 0.1106 0.4767
H: 0.3732 -1.9998 2.5470
H: 1.5949 -2.2919 1.2547
H: -0.5559 -3.4492 0.6810
H: -0.2785 -2.1094 -0.4925
H: -1.6773 -0.9560 1.1480
H: 2.5545 -0.7120 -0.0455
H: 2.9969 -0.0127 1.5320
H: 1.9085 1.5662 -0.6549
H: 3.1554 1.8993 0.3488
H: -0.0469 2.7683 -2.7231
H: -0.2676 1.2967 -2.4025
O: 0.3370 2.0932 -2.2125
H: -2.7920 -1.2957 -0.5234
H: -2.8042 0.1378 -0.2032
O: -2.9904 -0.4813 -0.9280
H: -0.1902 2.5127 -0.7120
H: 0.3729 2.5007 0.6672
O: -0.4571 2.7040 0.2730
H: -1.4815 1.5857 0.8665
H: -1.6648 0.6679 2.1542
O: -2.0635 0.7885 1.2471
H: -1.6267 -0.1118 -3.5702
H: -1.8546 -0.2162 -2.0216
O: -1.1745 -0.0729 -2.7334
H: 1.5914 -1.1366 -2.3545
H: 0.1087 -1.2605 -2.6333
O: 0.9212 -1.7363 -2.5216

Atoms 1-6, force components in eV/Å:
N 0.112 -0.163 0.560
C 1.114 0.346 0.697
C -1.364 -0.300 0.745
C 0.338 0.266 -1.302
O -0.862 -1.640 0.426
C -1.415 0.101 -1.956

Results of the Löwdin charge analysis, in e, for atoms 1 through 2:
1. N 0.0262
2. C -0.3861

=====

Record 2
Computed, not measured: a cluster of 2 separate species, C5H14N2O in total, with ωB97M-V/def2-TZVPD.

Results
2S+1 = 1
E = -382.989893 Ha
Net charge = +2

Atoms and positions in Å:
C: 0.5963 1.5561 -0.8002
C: -0.6008 1.0041 -0.0417
C: -0.1583 -0.0807 0.8926
C: -0.9456 -1.1718 1.0132
N: -0.8851 -2.1586 2.0468
C: -1.9531 -2.8077 2.3522
N: 0.2404 2.8280 -1.6029
H: 1.2734 1.9030 -0.0580
H: 1.0370 0.8042 -1.4567
H: -1.1458 1.6786 0.7058
H: -1.5263 0.7358 -0.6799
H: 0.8584 -0.0300 1.2866
H: -1.8049 -1.2207 0.3797
H: -0.0772 -2.5824 2.4766
H: -1.8573 -3.6073 3.1001
H: -2.9086 -2.5546 1.9496
H: 0.3387 3.5939 -0.9287
H: 0.8232 2.9584 -2.4413
H: -0.6461 2.8156 -2.1013
H: 3.5220 -1.0331 -2.7418
H: 2.9044 -1.6649 -1.3467
O: 2.9152 -0.9658 -2.0039

Atoms 1-6, force components in eV/Å:
C -1.370 0.346 -0.537
C -2.504 0.297 0.439
C -0.234 -2.133 -0.904
C 1.315 1.878 0.520
N -1.616 -1.090 -0.775
C 0.833 -0.441 1.123

Results of the Löwdin charge analysis, in e, for atoms 1 through 2:
1. C -0.1075
2. C -0.1877

=====

Record 3
Computed, not measured: a structure of composition C4H4F9PTl, with ωB97M-V/def2-TZVPD.

Results
2S+1 = 1
E = -1566.031208 Ha
Net charge = +3

Atoms and positions in Å:
F: 1.9903 -1.1519 1.2720
C: 2.2448 -0.0301 0.6511
F: 2.4010 0.9318 1.5067
F: 3.4641 -0.1723 0.0140
C: 1.0985 0.3931 -0.3676
F: 1.6866 0.6703 -1.5195
F: 0.5293 1.5144 0.0469
C: 0.0133 -0.6847 -0.7117
F: -0.5086 -0.3690 -1.8763
F: 0.5047 -1.8806 -0.8366
C: -1.2261 -0.8574 0.3466
F: -0.9024 -1.0542 1.5594
F: -1.9422 -1.8362 -0.0377
P: -2.5872 0.8133 0.3427
H: -3.5354 -0.0393 0.9995
H: -2.6320 0.8749 -1.0893
H: -1.7524 1.5997 1.1942
H: -3.6170 1.8935 0.3973
Tl: 4.7709 -0.6155 -1.8918

Atoms 1-6, force components in eV/Å:
F -0.396 -0.532 -0.033
C 0.826 0.405 0.477
F -0.121 0.442 0.367
F -1.835 0.135 1.016
C 1.345 -0.213 0.027
F 0.209 -0.218 -0.728

Results of the Löwdin charge analysis, in e, for atoms 1 through 2:
1. F 0.2379
2. C -0.5200

=====

Record 4
Computed, not measured: a structure of composition C6H10, with ωB97M-V/def2-TZVPD.

Results
2S+1 = 1
E = -234.374415 Ha

Atoms and positions in Å:
C: -1.0033 -0.3188 1.2715
C: -1.1788 0.3775 -0.1434
C: -1.6482 1.6323 -0.4169
C: 0.7465 0.4324 -0.6547
C: 1.8711 -0.4342 -0.2923
C: 1.7926 -1.7292 -0.0349
H: -1.9460 -0.8317 1.4362
H: -0.8516 0.4219 2.0493
H: -0.2342 -1.0877 1.2070
H: -1.7321 2.4363 0.2942
H: -2.2317 1.7384 -1.3164
H: 0.7032 0.8000 -1.6876
H: 0.7970 1.3103 -0.0291
H: -1.5802 -0.5168 -0.6495
H: 1.0072 -2.4056 -0.4341
H: 2.5467 -2.4029 0.4184

Atoms 1-6, force components in eV/Å:
C -0.099 1.367 -1.209
C -2.088 -1.855 2.254
C -0.766 -1.889 0.059
C 4.580 1.529 -0.393
C -4.174 -0.824 -0.578
C 1.388 -1.595 0.044

Results of the Löwdin charge analysis, in e, for atoms 1 through 2:
1. C -0.0751
2. C -0.3281

=====

Results for HOMO-LUMO gap: 9.918; 8.999; 4.911; 6.776 (in eV, following the order of the records).
Results for strongest force on any atom: 3.0; 2.6; 5.3; 4.8 (in eV/A, following the order of the records).
Results for energy above the lowest of the compared OMol25 structures with the same formula, charge and spin: 0.804; 1.335; 0.000; 6.207 (in eV, following the order of the records).